1.
{
  "formula": "C28H33MnN9O4",
  "method": "ωB97M-V/def2-TZVPD",
  "fmax_ha_per_bohr": 0.0833,
  "total_charge": 2,
  "s2": 8.7566,
  "e_homo_ha": [-0.463, -0.494],
  "de_lowest_kj_mol": 252.1,
  "multiplicity": 6,
  "lumo_ev": [-5.8, -6.1],
  "gap_ev": [6.757, 7.384],
  "total_energy_ha": -3031.1881,
  "species": ["Mn", "C", "C", "C", "C", "N", "C", "C", "C", "C", "C", "C", "N", "C", "C", "C", "C", "C", "N", "H", "H", "H", "H", "H", "H", "H", "H", "H", "H", "H", "N", "C", "C", "C", "C", "N", "C", "N", "N", "C", "O", "O", "H", "H", "H", "H", "H", "H", "H", "H", "H", "H", "H", "H", "H", "H", "O", "C", "N", "C", "O", "C", "C", "C", "C", "N", "C", "H", "H", "H", "H", "H", "H", "H", "H"],
  "coordinates": [[9.3882, 11.7164, 12.6536], [10.0884, 14.0867, 8.7388], [9.7456, 15.4124, 9.2019], [9.2539, 15.5998, 10.4922], [9.2542, 14.4730, 11.3643], [9.5722, 13.2507, 10.9606], [9.9841, 13.0851, 9.6890], [8.8464, 14.5518, 12.7051], [8.6668, 15.7782, 13.3214], [8.1963, 15.8031, 14.6569], [7.9543, 14.6201, 15.3174], [8.1503, 13.4239, 14.6265], [8.6542, 13.3607, 13.3968], [7.9461, 12.0724, 15.2494], [7.0717, 11.7428, 16.3090], [7.0122, 10.4039, 16.7612], [7.8338, 9.4390, 16.1665], [8.6882, 9.8674, 15.1458], [8.8010, 11.1192, 14.6994], [10.6586, 13.9285, 7.8172], [10.0003, 16.3391, 8.7078], [8.9863, 16.6020, 10.9243], [10.2402, 12.0207, 9.4639], [8.9130, 16.6828, 12.7692], [7.8966, 16.7556, 15.0765], [7.5402, 14.6426, 16.3091], [6.4804, 12.5114, 16.7610], [6.4026, 10.1951, 17.6382], [7.7350, 8.3674, 16.3287], [9.3174, 9.1785, 14.6259], [7.5996, 10.8503, 11.8102], [7.7471, 9.5793, 11.0250], [6.7278, 8.5619, 11.5294], [6.7322, 7.1983, 10.8830], [6.5046, 7.1234, 9.2922], [7.7270, 7.4184, 8.6345], [7.9855, 7.0083, 7.4162], [9.2580, 6.8294, 7.0486], [7.0000, 6.6524, 6.5527], [9.2746, 9.2875, 10.9386], [9.7220, 8.3628, 10.2041], [10.0776, 10.0219, 11.7011], [6.9135, 10.6776, 12.5508], [7.1974, 11.6317, 11.3517], [7.5575, 9.7827, 9.9660], [5.7978, 9.1153, 11.4599], [6.7897, 8.4227, 12.6161], [5.9684, 6.5832, 11.3487], [7.6510, 6.6331, 11.0192], [5.6755, 7.8186, 8.9920], [6.1097, 6.1237, 9.0520], [8.5511, 7.6651, 9.2608], [10.0219, 7.0612, 7.6769], [9.5446, 6.6067, 6.0611], [6.0415, 6.8412, 6.8074], [7.1860, 6.4322, 5.5690], [12.2056, 14.7917, 18.6931], [11.1678, 14.6240, 17.8640], [11.4696, 13.6567, 16.8561], [12.7670, 13.4883, 16.3454], [13.7984, 13.7499, 16.9433], [12.8123, 13.0899, 14.8801], [13.8818, 13.3750, 14.0056], [13.7471, 12.8998, 12.7100], [12.5734, 12.2865, 12.2627], [11.5495, 12.0801, 13.1205], [11.7509, 12.2772, 14.4096], [13.0236, 14.7516, 18.1602], [10.7064, 15.5392, 17.4623], [10.4261, 14.1034, 18.5423], [10.6900, 13.3081, 16.2968], [14.7343, 13.8695, 14.3825], [14.5180, 13.0647, 11.9848], [12.4717, 12.0244, 11.1933], [10.9870, 11.9237, 15.0931]],
  "atomic_forces_ev_per_a": [[2.06, -2.25, -1.19], [0.43, 1.89, 1.32], [0.46, -0.84, 0.55], [0.36, -0.54, 0.82], [0.04, 0.49, -2.97], [0.39, 0.19, -1.18], [-0.08, -1.52, -0.20], [-0.68, -0.10, 3.63], [-0.22, -0.33, 1.01], [-0.08, 0.36, -1.35], [-0.42, 0.03, -0.44], [0.37, -0.54, 0.83], [-1.37, 4.06, -0.03], [0.80, -1.35, 0.38], [1.25, -0.53, -1.08], [0.71, 0.57, 0.01], [-0.65, 0.69, -0.65], [-0.20, 0.23, 0.08], [-2.04, 0.72, 1.38], [-0.70, 0.03, 0.21], [-0.24, -0.28, -0.82], [0.37, -1.17, -1.04], [-0.07, 1.04, -0.03], [-0.30, -0.15, 0.49], [0.40, -0.04, 0.29], [-0.01, -0.17, 0.24], [-0.35, 0.20, 0.18], [-0.09, -0.21, -0.39], [0.18, 0.34, 0.46], [0.39, -0.55, -0.13], [-1.14, -1.41, 0.80], [1.03, 1.38, -0.51], [0.62, 0.20, 0.43], [-0.56, -0.71, -2.00], [-2.14, 0.61, 1.98], [1.02, 0.05, 0.16], [0.04, -0.88, -1.19], [1.04, -0.01, -1.72], [0.37, 0.28, 0.09], [2.78, -0.49, 1.85], [-1.35, 1.29, 0.65], [-2.05, -1.75, -2.12], [0.32, -0.07, -0.03], [-0.41, 0.56, -1.28], [-0.51, 0.12, 0.03], [-0.61, -0.36, -0.56], [0.57, -0.04, -0.02], [-0.25, 0.02, -0.02], [0.31, 0.28, 0.41], [0.67, -0.26, 0.27], [0.46, 0.11, 0.06], [-0.30, 0.05, -0.39], [-0.39, -0.05, -0.06], [-0.71, 0.43, 1.70], [0.17, -0.02, -0.14], [-0.03, 0.12, 0.89], [1.83, 1.08, 0.73], [-2.52, -1.52, 2.00], [1.39, -0.97, -2.05], [-0.58, 0.60, -0.46], [-0.48, 0.05, -0.43], [-0.37, -1.67, 0.17], [-2.12, -1.08, 0.60], [-0.28, -0.01, -0.53], [0.05, 0.80, 0.60], [0.51, -1.28, -0.94], [0.97, 2.12, 0.23], [0.06, 0.07, 0.59], [0.33, 0.06, -0.23], [-0.13, 0.83, -0.89], [0.62, 0.53, 0.28], [0.83, 0.60, 0.16], [0.41, 0.01, -0.16], [-0.25, 0.08, 0.86], [0.03, -0.02, -0.18]]
}



2.
{
  "formula": "C28H33N3O8S",
  "method": "ωB97M-V/def2-TZVPD",
  "fmax_ha_per_bohr": 0.0190,
  "total_charge": 0,
  "e_homo_ha": -0.304,
  "smiles": "COc1cccc([C@@H](C(=O)NC[C@@H]2CCCO2)N(C[C@@H]2CCCO2)C(=O)CN2C(=O)c3ccccc3S2(=O)=O)c1",
  "de_lowest_kj_mol": 0.0,
  "lumo_ev": -0.2,
  "gap_ev": 8.048,
  "total_energy_ha": -2251.1698,
  "species": ["C", "O", "C", "C", "C", "C", "C", "C", "C", "O", "N", "C", "C", "C", "C", "C", "O", "N", "C", "C", "C", "C", "C", "O", "C", "O", "C", "N", "C", "O", "C", "C", "C", "C", "C", "C", "S", "O", "O", "C", "H", "H", "H", "H", "H", "H", "H", "H", "H", "H", "H", "H", "H", "H", "H", "H", "H", "H", "H", "H", "H", "H", "H", "H", "H", "H", "H", "H", "H", "H", "H", "H", "H"],
  "coordinates": [[-4.2600, -2.9149, 1.7155], [-3.5538, -2.1597, 2.6772], [-2.2711, -1.8055, 2.4069], [-1.6294, -1.0276, 3.3724], [-0.3251, -0.6268, 3.1772], [0.3630, -0.9780, 2.0264], [-0.2747, -1.7286, 1.0515], [0.4316, -2.1584, -0.2166], [-0.5742, -2.3964, -1.3739], [-0.6850, -3.4842, -1.9016], [-1.2658, -1.3054, -1.7160], [-2.3438, -1.3152, -2.6720], [-3.4899, -0.4149, -2.1874], [-3.1357, 1.0834, -2.2222], [-3.7501, 1.6120, -0.9272], [-3.6046, 0.3977, -0.0156], [-3.8454, -0.7271, -0.8440], [1.4974, -1.2529, -0.6608], [2.7280, -1.8997, -1.0613], [3.5844, -2.3717, 0.1402], [4.2136, -1.2290, 0.9416], [5.5286, -1.0021, 0.1983], [5.8834, -2.4231, -0.2443], [4.6627, -3.1435, -0.3590], [1.2698, 0.0571, -0.7504], [0.2159, 0.5911, -0.4126], [2.3447, 0.9691, -1.3779], [1.9474, 2.3124, -1.0539], [0.6963, 2.7084, -1.4995], [0.2412, 2.4326, -2.5839], [0.0411, 3.5724, -0.4857], [-1.1557, 4.2501, -0.6681], [-1.6890, 4.9524, 0.4023], [-1.0430, 4.9754, 1.6302], [0.1610, 4.3038, 1.8129], [0.6738, 3.6051, 0.7453], [2.2169, 2.7357, 0.5828], [3.3049, 3.6597, 0.6374], [2.3624, 1.5364, 1.3516], [-1.5827, -2.1579, 1.2527], [-5.2613, -3.0418, 2.1244], [-4.3166, -2.3898, 0.7579], [-3.8033, -3.8988, 1.5692], [-2.1752, -0.7565, 4.2622], [0.1714, -0.0294, 3.9268], [1.3761, -0.6374, 1.8908], [0.9025, -3.1301, -0.0314], [-1.1019, -0.4486, -1.2000], [-2.0011, -0.9573, -3.6504], [-2.6814, -2.3498, -2.7755], [-4.3710, -0.6224, -2.8111], [-2.0547, 1.2268, -2.2126], [-3.5383, 1.5669, -3.1097], [-4.8053, 1.8490, -1.0721], [-3.2331, 2.4830, -0.5325], [-2.5915, 0.3563, 0.4090], [-4.3297, 0.3678, 0.8000], [3.3219, -1.2401, -1.6905], [2.4788, -2.7854, -1.6546], [2.9729, -3.0230, 0.7755], [3.5834, -0.3452, 1.0038], [4.4202, -1.5747, 1.9553], [6.2985, -0.5650, 0.8286], [5.3850, -0.3553, -0.6685], [6.5099, -2.9233, 0.5050], [6.3992, -2.4561, -1.2080], [3.3426, 0.8156, -0.9752], [2.3319, 0.8428, -2.4646], [-1.6417, 4.2223, -1.6313], [-2.6193, 5.4867, 0.2804], [-1.4765, 5.5222, 2.4535], [0.6779, 4.3200, 2.7589], [-2.0597, -2.7614, 0.4983]],
  "atomic_forces_ev_per_a": [[-0.14, -0.11, -0.20], [0.16, 0.20, 0.22], [0.24, 0.08, 0.09], [-0.23, -0.10, -0.07], [0.03, -0.06, -0.02], [-0.01, -0.16, -0.08], [0.07, -0.01, 0.39], [-0.35, -0.19, -0.08], [0.46, 0.14, 0.29], [-0.04, -0.42, -0.09], [-0.28, 0.50, -0.20], [-0.35, -0.15, 0.02], [0.12, -0.11, -0.48], [-0.13, -0.11, 0.19], [-0.05, -0.24, 0.04], [0.03, 0.34, 0.24], [-0.04, -0.16, -0.12], [-0.13, -0.24, 0.23], [0.56, -0.41, 0.13], [-0.37, 0.25, -0.01], [0.00, -0.21, -0.12], [-0.07, -0.24, -0.06], [0.40, 0.09, 0.06], [-0.19, -0.07, -0.15], [-0.03, 0.19, -0.18], [0.05, -0.22, 0.02], [-0.08, -0.21, 0.17], [0.28, 0.30, 0.70], [-0.51, 0.55, -0.62], [0.18, 0.02, 0.16], [-0.47, 0.14, 0.18], [0.28, -0.07, 0.01], [-0.01, -0.02, -0.11], [0.18, -0.11, 0.04], [0.09, 0.03, 0.24], [0.27, -0.39, -0.70], [0.40, 0.48, -0.20], [-0.11, 0.24, -0.01], [-0.38, -0.06, 0.11], [-0.13, -0.10, 0.06], [0.05, -0.03, -0.06], [0.02, -0.06, 0.04], [0.00, 0.02, 0.00], [-0.07, 0.04, 0.11], [0.03, 0.07, 0.10], [0.10, 0.05, -0.06], [-0.09, 0.17, -0.15], [0.12, -0.19, 0.05], [-0.10, -0.08, 0.00], [0.02, 0.13, -0.06], [0.17, 0.06, 0.04], [0.08, 0.05, -0.06], [0.07, 0.01, -0.06], [-0.01, 0.04, 0.03], [-0.03, 0.06, 0.02], [-0.06, -0.02, 0.01], [0.08, 0.02, 0.01], [0.00, -0.01, -0.05], [0.04, 0.14, -0.03], [0.02, 0.09, -0.04], [-0.01, -0.02, 0.05], [-0.05, 0.03, 0.04], [0.04, 0.07, -0.02], [0.02, 0.05, -0.03], [-0.02, 0.07, -0.09], [0.00, 0.00, 0.10], [0.04, -0.23, -0.18], [0.10, 0.04, 0.14], [-0.05, -0.03, -0.09], [-0.07, 0.04, -0.01], [-0.02, 0.04, 0.07], [0.02, 0.04, 0.14], [-0.14, -0.04, -0.09]]
}